Entry 1:
ORCA calculation (wB97M-V/def2-TZVPD) on an isolated molecule of C4H6N2O.

Last column: Mulliken charge in e.
Atoms and positions in Å:
C (2.0331, -0.1811, 0.1255)  -1.10
C (0.5933, -0.1645, -0.2725)  0.74
N (0.1487, -0.5364, -1.4009)  -0.21
C (-0.9413, -0.4201, -2.0561)  -0.29
C (-1.6705, 0.2953, 0.3838)  -0.55
O (-2.2975, 0.9561, 1.3741)  -0.38
N (-0.3608, 0.3300, 0.6505)  0.02
H (2.6131, -0.6158, -0.6906)  0.31
H (2.2028, -0.7765, 1.0312)  0.31
H (2.4027, 0.8356, 0.3102)  0.30
H (-1.4636, -1.3862, -2.1599)  0.19
H (-3.2446, 0.9007, 1.2005)  0.42
H (-0.0154, 0.7631, 1.5043)  0.25

Output
Charge   0
Frontier orbital gap   8.5 eV
Strongest force on any atom   0.49 eV/Å
DFT total energy   -340.63036 hartree
HOMO   -7.64 eV
Relative energy (zero: lowest compared OMol25 entry of this formula, charge and spin)   432.0 kJ/mol


Entry 2:
ORCA calculation (wB97M-V/def2-TZVPD) on a cluster of 9 separate species, H18O9 in total at a distorted geometry.

Last column: Mulliken charge in e.
Atoms and positions in Å:
O (1.0830, 1.0466, 0.3200)  -0.54
H (0.4091, 0.4659, -0.1516)  0.28
H (0.5641, 1.6161, 0.8639)  0.29
O (-3.0644, -0.2651, -0.7115)  -0.63
H (-2.9872, -1.2884, -0.5984)  0.29
H (-2.2570, -0.1376, -1.1943)  0.29
O (-2.3404, -0.7675, 2.9595)  -0.58
H (-2.2757, -0.8635, 3.9874)  0.31
H (-2.6666, -1.6317, 2.6469)  0.30
O (2.7624, -4.0197, 0.8369)  -0.65
H (3.3084, -4.0892, -0.0417)  0.32
H (2.2638, -3.2262, 0.6839)  0.32
O (1.0105, 5.3868, -1.2399)  -0.63
H (0.6415, 5.3995, -0.3177)  0.32
H (1.3898, 6.2500, -1.3225)  0.31
O (-2.6699, -2.0858, -3.0205)  -0.57
H (-2.2411, -1.9514, -2.2404)  0.23
H (-3.3080, -1.3406, -3.2018)  0.35
O (-2.9776, 0.7324, 0.7741)  -0.42
H (-3.7794, 0.8145, 1.1699)  0.24
H (-2.5234, 1.4756, 1.2355)  0.19
O (3.3284, 1.0295, 1.1306)  -0.64
H (3.1195, 2.0221, 1.3318)  0.31
H (3.3822, 0.5065, 1.9323)  0.30
O (2.8923, -1.7493, -1.8359)  -0.64
H (3.4118, -0.9681, -1.6836)  0.33
H (3.5237, -2.3612, -2.3131)  0.31

Output
Charge   0
Frontier orbital gap   9.0 eV
Strongest force on any atom   10.09 eV/Å
DFT total energy   -687.75237 hartree
HOMO   -8.81 eV
SMILES string   O.O.O.O.O.O.O.O.O
Relative energy (zero: lowest compared OMol25 entry of this formula, charge and spin)   717.9 kJ/mol


Entry 3:
ORCA calculation (wB97M-V/def2-TZVPD) on a structure of composition C6H13NO at a distorted geometry.

Last column: Mulliken charge in e.
Atoms and positions in Å:
C (1.6147, -0.5644, 1.6302)  0.03
C (3.0214, -0.0746, 1.4382)  -1.14
C (0.6189, -0.0457, 0.8755)  -0.23
N (-0.6868, -0.6493, 0.8206)  -0.20
C (-1.2157, -1.0551, -0.4754)  -0.84
C (-1.3446, -0.0455, -1.6389)  -0.18
C (-2.1765, 1.1859, -1.2917)  -1.18
O (0.7978, 1.1934, 0.2084)  -0.49
H (1.3932, -1.2564, 2.4250)  0.44
H (1.2259, 0.2881, -0.2734)  0.28
H (3.2944, 0.7555, 2.0980)  0.25
H (3.1651, 0.3233, 0.4303)  0.35
H (3.7272, -0.8946, 1.5875)  0.35
H (-1.2941, -0.0603, 1.3793)  0.31
H (-2.2160, -1.4698, -0.3278)  0.40
H (-0.5926, -1.8843, -0.8407)  0.30
H (-1.8307, -0.5783, -2.4551)  0.39
H (-0.3583, 0.2799, -1.9787)  0.24
H (-2.2874, 1.8397, -2.1552)  0.36
H (-3.1691, 0.9113, -0.9198)  0.32
H (-1.6870, 1.8012, -0.5361)  0.25

Output
Charge   0
Frontier orbital gap   9.6 eV
Strongest force on any atom   4.10 eV/Å
DFT total energy   -366.29910 hartree
HOMO   -8.81 eV
Relative energy (zero: lowest compared OMol25 entry of this formula, charge and spin)   353.9 kJ/mol


Entry 4:
ORCA calculation (wB97M-V/def2-TZVPD) on a cluster of 3 separate species, C2H8O2 in total at a distorted geometry.

Last column: Mulliken charge in e.
Atoms and positions in Å:
O (2.1686, 0.6949, -1.8388)  -0.70
H (3.1068, 0.6927, -1.6151)  0.29
H (1.7397, 0.2248, -1.0299)  0.44
H (-0.8381, 2.2562, 1.1857)  0.17
C (-0.3243, -0.6846, -0.1710)  0.02
O (0.9723, -0.6781, 0.1113)  -0.74
C (-1.2869, -0.7854, 0.9019)  -0.62
H (-0.6213, 0.0570, -0.9740)  0.35
H (-0.5696, -1.7216, -0.6602)  0.26
H (-2.3293, -0.6276, 0.7249)  0.35
H (-0.9022, -1.1093, 1.8549)  0.32
H (-1.1157, 1.6810, 1.5103)  -0.15

Output
Charge   0
Frontier orbital gap   7.1 eV
Strongest force on any atom   2.51 eV/Å
DFT total energy   -231.28381 hartree
HOMO   -9.35 eV
Relative energy (zero: lowest compared OMol25 entry of this formula, charge and spin)   468.7 kJ/mol


Entry 5:
ORCA calculation (wB97M-V/def2-TZVPD) on the ion C2H3N2O with charge +1 at a distorted geometry.

Last column: Mulliken charge in e.
Atoms and positions in Å:
N (-3.0557, -0.5660, -0.0426)  -0.22
C (-1.9027, -0.6406, -0.0842)  0.21
C (-0.5543, -0.3075, 0.0717)  -0.17
N (-0.3697, 1.1019, -0.1836)  0.34
O (-1.0774, 1.9629, 0.2040)  -0.09
H (-0.2835, -0.4390, 1.0307)  0.26
H (0.2312, -0.8575, -0.5618)  0.32
H (0.4650, 1.4443, -0.6745)  0.35

Output
Charge   +1
Frontier orbital gap   8.5 eV
Strongest force on any atom   4.70 eV/Å
DFT total energy   -262.30924 hartree
HOMO   -17.47 eV
SMILES string   N#CC[NH+]=O
Relative energy (zero: lowest compared OMol25 entry of this formula, charge and spin)   442.3 kJ/mol


Entry 6:
ORCA calculation (wB97M-V/def2-TZVPD) on a structure of composition C35H19Br2Cl5HgI2N7O8 at a distorted geometry.

Last column: Mulliken charge in e.
Atoms and positions in Å:
Hg (0.2865, -0.4689, 0.2151)  2.93
I (-3.9451, 4.8932, 2.9777)  0.03
C (-2.2318, 3.7462, 2.5442)  -0.68
C (-1.6303, 3.0374, 3.5621)  -0.11
C (-0.4771, 2.3284, 3.2790)  -0.27
I (0.4120, 1.1781, 4.7926)  -0.01
C (0.0791, 2.3468, 2.0077)  -1.09
O (1.1966, 1.6134, 1.7003)  0.74
C (-0.5697, 3.0414, 0.9803)  1.00
C (-0.0202, 3.0098, -0.4166)  -1.71
N (-0.2976, 1.7188, -1.0240)  0.40
C (0.0245, 1.6777, -2.4320)  -1.45
C (-0.3574, 0.3524, -3.0307)  0.68
C (-0.1359, 0.1142, -4.3842)  -1.17
C (-0.5637, -1.0792, -4.9328)  -0.39
C (-1.2058, -1.9943, -4.1111)  -1.06
C (-1.3679, -1.6744, -2.7744)  -0.20
N (-0.9426, -0.5388, -2.2417)  0.58
C (-1.7313, 3.7403, 1.2591)  -0.33
H (-2.0486, 3.0221, 4.5566)  0.44
H (1.0653, 3.1676, -0.3950)  0.38
H (-0.4726, 3.8335, -0.9943)  0.64
H (-1.3127, 1.5578, -0.9292)  -0.28
H (1.1022, 1.8450, -2.5702)  0.52
H (-0.5103, 2.4647, -3.0003)  0.56
H (0.3593, 0.8621, -4.9854)  0.49
H (-0.4137, -1.2856, -5.9839)  0.40
H (-1.5744, -2.9322, -4.4992)  0.43
H (-1.8642, -2.3528, -2.0937)  0.50
H (-2.2321, 4.2750, 0.4664)  0.49
Br (1.3254, -6.3457, -3.0110)  -0.28
C (1.0964, -4.7690, -1.9509)  0.07
C (0.0363, -4.7139, -1.0175)  -1.06
C (-0.1128, -3.5274, -0.3420)  -0.38
N (0.6611, -2.4576, -0.4899)  0.53
C (1.7395, -2.5198, -1.3838)  0.88
C (1.9349, -3.7225, -2.1293)  -1.32
C (2.5495, -1.3909, -1.5167)  0.24
C (3.7076, -1.3428, -2.3551)  -1.11
C (4.4522, -0.2161, -2.4116)  -0.26
Br (5.9858, -0.1318, -3.5594)  -0.29
C (4.1164, 0.9292, -1.6506)  -1.45
C (2.9821, 0.8276, -0.8872)  -0.38
N (2.2041, -0.2411, -0.7930)  0.50
H (-0.6190, -5.5516, -0.8507)  0.42
H (-0.9264, -3.4275, 0.3696)  0.33
H (2.7408, -3.7825, -2.8444)  0.39
H (3.9784, -2.2066, -2.9409)  0.39
H (4.7145, 1.8235, -1.6669)  0.46
H (2.6856, 1.6815, -0.2924)  0.35
Cl (1.9126, 4.5312, 2.3750)  -0.18
C (2.8827, 3.1183, 2.5997)  0.51
C (2.3972, 1.8424, 2.2990)  -1.60
C (3.2386, 0.7381, 2.4766)  0.50
Cl (2.6602, -0.8444, 2.1648)  -0.02
C (4.5660, 0.9191, 2.9184)  0.31
Cl (5.5865, -0.4366, 3.1028)  -0.20
C (5.0437, 2.1934, 3.1887)  0.21
Cl (6.6713, 2.4073, 3.6865)  -0.22
C (4.2119, 3.2915, 3.0472)  0.17
Cl (4.8179, 4.8705, 3.3242)  -0.22
O (-7.0522, -2.6476, 1.2885)  -0.69
N (-5.9971, -2.8485, 1.8885)  1.05
O (-5.8906, -3.7161, 2.7531)  -0.67
C (-4.8712, -2.0544, 1.5815)  -0.60
C (-4.9727, -1.0605, 0.6126)  -0.65
C (-3.8804, -0.2362, 0.3281)  -0.48
C (-2.6255, -0.4018, 1.0212)  0.92
O (-1.6546, 0.3742, 0.8259)  0.45
C (-2.5512, -1.4968, 1.9596)  -0.36
C (-3.6702, -2.2883, 2.2464)  -0.99
N (-1.3674, -1.8005, 2.5927)  0.85
O (-1.3346, -2.7135, 3.4406)  -0.87
O (-0.2836, -1.1578, 2.3287)  -0.48
N (-4.0247, 0.7186, -0.6749)  0.97
O (-3.1618, 1.6065, -0.8493)  -0.65
O (-5.0433, 0.6750, -1.3893)  -0.77
H (-5.8984, -0.9138, 0.0797)  0.62
H (-3.5797, -3.0832, 2.9675)  0.61

Output
Charge   -2
Frontier orbital gap (alpha / beta)   3.1 / 3.1 eV
Strongest force on any atom   1.96 eV/Å
DFT total energy   -10527.93586 hartree
HOMO (alpha / beta)   0.14 / 0.13 eV
Spin multiplicity   2
Relative energy (zero: lowest compared OMol25 entry of this formula, charge and spin)   295.9 kJ/mol
⟨S²⟩   0.804


Entry 7:
ORCA calculation (wB97M-V/def2-TZVPD) on a structure of composition C30H50BrHfN3P2S at a distorted geometry.

Last column: Mulliken charge in e.
Atoms and positions in Å:
C (0.1630, 4.6538, -4.5055)  -0.46
C (-0.0354, 3.3112, -4.9632)  -0.03
C (-0.2607, 3.1827, -6.3561)  -0.35
C (-0.4218, 4.3317, -7.1550)  -0.46
N (-0.3079, 5.5708, -6.6728)  -0.39
C (0.0007, 5.7351, -5.3815)  -0.38
C (-0.0871, 2.2173, -4.0122)  -0.39
C (-0.4154, 2.1395, -2.7412)  1.39
C (-1.6404, 2.3040, -1.9381)  0.27
C (-1.5948, 2.8702, -0.6680)  -0.45
C (-2.6530, 2.7028, 0.2212)  -0.58
C (-3.7213, 1.8263, -0.1397)  0.07
C (-3.9133, 1.5761, -1.5188)  -0.91
C (-2.8813, 1.8163, -2.4174)  -0.14
Hf (-0.0706, 0.1385, -2.4161)  -0.51
P (2.1922, -0.5733, -2.0976)  0.01
H (-0.3574, 2.1994, -6.8142)  0.45
H (0.4058, 4.8628, -3.4690)  0.46
H (-0.6465, 4.2476, -8.2328)  0.40
H (0.1129, 6.7825, -5.0321)  0.38
H (-3.0022, 1.7076, -3.5029)  1.09
H (-0.6974, 3.3884, -0.3643)  0.58
H (-4.7952, 1.0450, -1.8664)  0.50
H (-2.6857, 3.1944, 1.1743)  0.55
C (2.1388, -1.9917, -0.8941)  -0.76
C (2.9418, -3.1963, -1.3513)  -1.42
H (1.1018, -2.2802, -0.6785)  0.62
H (2.5082, -1.6019, 0.0681)  0.77
H (2.8481, -4.0021, -0.6097)  0.44
H (2.6086, -3.5953, -2.3139)  0.31
H (4.0121, -2.9547, -1.4291)  0.41
C (3.1398, -0.9718, -3.5858)  -0.74
C (3.6230, 0.2679, -4.3487)  -1.20
H (2.4884, -1.6074, -4.2315)  0.43
H (3.9828, -1.6322, -3.2813)  0.71
H (3.5140, 0.0940, -5.4277)  0.38
H (3.0568, 1.1718, -4.0768)  0.27
H (4.6928, 0.4395, -4.1479)  0.28
C (3.4299, 0.4412, -1.1736)  -0.21
C (4.7662, -0.2872, -1.0003)  -1.14
H (2.9901, 0.6791, -0.1937)  0.32
H (3.5573, 1.3892, -1.7262)  0.53
H (5.5354, 0.4176, -0.6592)  0.45
H (4.7109, -1.0971, -0.2589)  0.31
H (5.1514, -0.7290, -1.9367)  0.32
Br (-4.3123, 0.5845, 1.1271)  0.08
P (-1.6363, -1.8907, -3.0234)  -0.15
C (-0.0875, -2.8480, -3.3618)  0.37
C (-0.1435, -4.3024, -3.8354)  -1.56
H (0.4772, -2.8511, -2.4122)  -0.12
H (0.5219, -2.2755, -4.0923)  0.20
H (0.8770, -4.7098, -3.9237)  0.44
H (-0.6806, -4.9337, -3.1250)  0.39
H (-0.6059, -4.3866, -4.8120)  0.41
C (-2.5161, -1.9405, -1.4305)  0.81
C (-3.8744, -2.6399, -1.4777)  -1.53
H (-2.6714, -0.9132, -1.0468)  -0.58
H (-1.8770, -2.4540, -0.6881)  0.41
H (-4.3810, -2.6064, -0.4981)  0.40
H (-4.5481, -2.1728, -2.2054)  0.37
H (-3.7727, -3.6935, -1.7568)  0.44
C (-2.0769, -0.6899, -4.3082)  0.04
C (-2.2582, -1.2579, -5.7367)  -1.64
H (-1.2961, 0.1354, -4.3660)  0.16
H (-3.0211, -0.1951, -4.0410)  0.39
H (-2.4850, -0.4572, -6.4577)  0.43
H (-1.3692, -1.7802, -6.0911)  0.38
H (-3.0973, -1.9515, -5.7519)  0.44
C (-2.0595, -1.1869, 4.5098)  -1.10
C (-0.8881, -1.3717, 3.5622)  -0.73
N (-1.0515, -0.4902, 2.3844)  0.33
C (-0.0720, 0.2764, 1.8677)  0.40
S (0.0178, 0.4706, 0.0821)  0.11
N (0.8707, 0.8983, 2.6550)  0.00
C (0.6483, 1.3976, 4.0143)  -0.13
C (1.9812, 1.5256, 4.7142)  -1.29
H (-2.0509, -0.1858, 4.9425)  0.29
H (-1.9798, -1.9209, 5.3121)  0.39
H (-3.0186, -1.3276, 3.9945)  0.32
H (0.0783, -1.1416, 4.0455)  0.41
H (-0.8497, -2.4087, 3.2016)  0.42
H (-1.7739, -0.7516, 1.7115)  0.03
H (1.5486, 1.4325, 2.0827)  0.28
H (0.1529, 2.3825, 3.9488)  0.30
H (-0.0270, 0.7213, 4.5283)  0.10
H (2.5648, 2.3551, 4.3075)  0.39
H (1.8121, 1.7109, 5.7725)  0.40
H (2.5629, 0.6090, 4.6117)  0.32

Output
Charge   +4
Frontier orbital gap   5.1 eV
Strongest force on any atom   5.58 eV/Å
DFT total energy   -5038.62300 hartree
HOMO   -19.45 eV


Repeat the second record exactly.
ORCA calculation (wB97M-V/def2-TZVPD) on a cluster of 9 separate species, H18O9 in total at a distorted geometry.

Last column: Mulliken charge in e.
Atoms and positions in Å:
O (1.0830, 1.0466, 0.3200)  -0.54
H (0.4091, 0.4659, -0.1516)  0.28
H (0.5641, 1.6161, 0.8639)  0.29
O (-3.0644, -0.2651, -0.7115)  -0.63
H (-2.9872, -1.2884, -0.5984)  0.29
H (-2.2570, -0.1376, -1.1943)  0.29
O (-2.3404, -0.7675, 2.9595)  -0.58
H (-2.2757, -0.8635, 3.9874)  0.31
H (-2.6666, -1.6317, 2.6469)  0.30
O (2.7624, -4.0197, 0.8369)  -0.65
H (3.3084, -4.0892, -0.0417)  0.32
H (2.2638, -3.2262, 0.6839)  0.32
O (1.0105, 5.3868, -1.2399)  -0.63
H (0.6415, 5.3995, -0.3177)  0.32
H (1.3898, 6.2500, -1.3225)  0.31
O (-2.6699, -2.0858, -3.0205)  -0.57
H (-2.2411, -1.9514, -2.2404)  0.23
H (-3.3080, -1.3406, -3.2018)  0.35
O (-2.9776, 0.7324, 0.7741)  -0.42
H (-3.7794, 0.8145, 1.1699)  0.24
H (-2.5234, 1.4756, 1.2355)  0.19
O (3.3284, 1.0295, 1.1306)  -0.64
H (3.1195, 2.0221, 1.3318)  0.31
H (3.3822, 0.5065, 1.9323)  0.30
O (2.8923, -1.7493, -1.8359)  -0.64
H (3.4118, -0.9681, -1.6836)  0.33
H (3.5237, -2.3612, -2.3131)  0.31

Output
Charge   0
Frontier orbital gap   9.0 eV
Strongest force on any atom   10.09 eV/Å
DFT total energy   -687.75237 hartree
HOMO   -8.81 eV
SMILES string   O.O.O.O.O.O.O.O.O
Relative energy (zero: lowest compared OMol25 entry of this formula, charge and spin)   717.9 kJ/mol


Q: Look up the DFT total energy of the fourth one.
A: -231.28381 hartree